1.
Entry from the OMol25 dataset: C48H55B2N10O3PSeTl as an isolated structure (the ωB97M-V functional and the def2-TZVPD basis).

Properties
gap between HOMO and LUMO (spin up / spin down)	7.64 / 4.12	eV
⟨S²⟩	0.767
LUMO level (spin up / spin down)	-5.05 / -8.57	eV
total energy	-152387.134	eV
max |F|	1.0	eV/A

Geometry as ORCA input:
```
! wB97M-V def2-TZVPD RIJCOSX def2/J DEFGRID3
* xyz 2 2
Tl 0.545 0.064 -0.191
C 3.649 -2.089 -0.872
C 3.734 -1.136 0.271
C 4.734 -1.044 1.245
C 4.297 -0.073 2.118
N 3.117 0.396 1.683
N 2.771 -0.251 0.546
B 2.163 1.355 2.442
N 1.530 2.419 1.468
C 1.969 3.662 1.185
C 0.968 4.349 0.534
C -0.090 3.444 0.438
C -1.458 3.710 -0.096
N 0.254 2.276 0.988
N 0.974 0.496 2.980
C 0.452 0.329 4.206
C -0.635 -0.514 4.129
C -0.742 -0.842 2.776
C -1.741 -1.722 2.104
N 0.228 -0.225 2.105
N 3.027 2.004 3.528
C 3.100 1.895 4.884
C 4.195 2.591 5.311
C 4.781 3.111 4.133
C 5.990 3.971 4.012
N 4.073 2.738 3.081
H 4.586 -2.113 -1.428
H 2.833 -1.824 -1.540
H 3.474 -3.100 -0.497
H 5.649 -1.609 1.300
H 4.756 0.307 3.016
H 2.957 3.970 1.464
H 0.991 5.370 0.195
H -1.558 4.766 -0.338
H -2.220 3.462 0.647
H -1.646 3.144 -1.010
H 0.855 0.807 5.077
H -1.258 -0.852 4.939
H -2.684 -1.710 2.648
H -1.382 -2.752 2.068
H -1.911 -1.400 1.074
H 2.418 1.316 5.478
H 4.526 2.741 6.325
H 6.323 4.298 4.994
H 5.780 4.845 3.395
H 6.810 3.428 3.539
C 1.311 -0.153 -5.513
C 2.206 0.189 -4.332
C 3.578 -0.435 -4.500
O 1.591 -0.444 -3.148
B 1.157 0.546 -2.369
O 1.350 1.801 -2.764
C 2.223 1.731 -3.956
C 1.650 2.651 -5.017
C 3.581 2.245 -3.500
H 1.316 -1.231 -5.671
H 1.671 0.330 -6.419
H 0.282 0.157 -5.327
H 3.459 -1.499 -4.706
H 4.177 -0.324 -3.599
H 4.109 0.022 -5.335
H 0.618 2.411 -5.262
H 2.258 2.580 -5.920
H 1.689 3.680 -4.663
H 3.956 1.676 -2.649
H 3.474 3.284 -3.192
H 4.304 2.201 -4.314
O 0.022 -2.290 -0.553
P 0.006 -3.790 -0.402
C 0.916 -4.347 1.072
C 0.985 -5.659 1.540
C 1.720 -5.956 2.677
C 2.404 -4.959 3.358
C 2.363 -3.656 2.885
C 1.620 -3.357 1.754
C 0.743 -4.584 -1.850
C 1.065 -3.782 -2.942
C 1.614 -4.352 -4.080
C 1.828 -5.721 -4.142
C 1.499 -6.524 -3.058
C 0.963 -5.959 -1.914
C -1.721 -4.338 -0.308
C -2.065 -5.660 -0.035
C -3.397 -6.036 0.037
C -4.396 -5.096 -0.165
C -4.060 -3.783 -0.464
C -2.728 -3.405 -0.538
H 0.483 -6.474 1.039
H 1.757 -6.978 3.031
H 2.972 -5.200 4.246
H 2.905 -2.871 3.397
H 1.582 -2.343 1.393
H 0.878 -2.717 -2.890
H 1.871 -3.728 -4.927
H 2.249 -6.165 -5.034
H 1.654 -7.594 -3.105
H 0.719 -6.602 -1.079
H -1.299 -6.406 0.117
H -3.650 -7.065 0.252
H -5.435 -5.390 -0.094
H -4.842 -3.055 -0.638
H -2.448 -2.385 -0.781
C -4.903 -0.840 -2.987
N -4.456 -0.320 -1.703
C -3.375 0.453 -1.486
Se -2.083 0.954 -2.704
N -3.349 0.791 -0.179
C -4.428 0.236 0.468
C -4.868 0.301 1.785
C -6.017 -0.398 2.086
C -6.710 -1.143 1.115
C -6.288 -1.194 -0.196
C -5.135 -0.480 -0.510
H -4.449 -0.268 -3.789
H -5.985 -0.744 -3.051
H -4.627 -1.888 -3.096
H -2.642 1.395 0.224
H -4.350 0.880 2.537
H -6.402 -0.369 3.096
H -7.599 -1.685 1.405
H -6.824 -1.762 -0.944
*
```

Atom charges from the Löwdin analysis, given in e for atoms 1 to 4: 1.0947 0.0000 -0.3249 0.0124


2.
Entry from the OMol25 dataset: C48H55BCl2F4N4O3P2Si2Sn as an isolated structure (the ωB97M-V functional and the def2-TZVPD basis).

Properties
gap between HOMO and LUMO	5.70	eV
LUMO level	3.88	eV
total energy	-139537.943	eV
max |F|	4.0	eV/A

Geometry as ORCA input:
```
! wB97M-V def2-TZVPD RIJCOSX def2/J DEFGRID3
* xyz -2 1
Sn 0.422 0.883 0.136
C 0.349 -3.699 4.240
Si 1.158 -2.108 3.705
C 1.126 -0.861 5.078
C 2.814 -2.717 2.875
N 0.202 -1.311 2.507
P -0.823 -1.809 1.348
C -1.301 -0.500 0.315
P -2.761 -0.192 -0.535
N -3.718 0.738 0.187
Si -4.529 2.172 0.699
C -3.180 3.153 1.693
C -5.154 3.158 -0.770
C -6.036 1.808 1.801
C -3.703 -1.626 -1.092
C -3.260 -2.584 -2.021
C -4.028 -3.687 -2.302
C -5.310 -3.848 -1.810
C -5.785 -2.905 -0.956
C -5.000 -1.801 -0.636
C -2.469 0.538 -2.157
C -3.624 0.933 -2.816
C -3.528 1.459 -4.105
C -2.286 1.461 -4.747
C -1.166 0.994 -4.091
C -1.253 0.548 -2.789
C -2.229 -2.560 2.265
C -3.041 -3.543 1.667
C -4.218 -4.009 2.311
C -4.747 -3.272 3.389
C -3.953 -2.337 4.018
C -2.668 -2.006 3.461
C 0.049 -2.918 0.263
C 0.691 -2.466 -0.931
C 1.391 -3.426 -1.647
C 1.411 -4.773 -1.255
C 0.716 -5.164 -0.149
C 0.007 -4.262 0.635
H -0.597 -3.610 4.816
H 0.256 -4.362 3.405
H 1.128 -4.150 4.915
H 0.393 -0.040 4.964
H 0.838 -1.434 6.025
H 2.099 -0.406 5.358
H 3.131 -3.684 3.353
H 2.816 -2.735 1.743
H 3.515 -2.003 3.233
H -3.153 4.227 1.381
H -3.423 3.054 2.751
H -2.259 2.555 1.392
H -4.225 3.334 -1.353
H -5.876 2.668 -1.389
H -5.598 4.082 -0.386
H -5.797 1.229 2.680
H -6.401 2.805 2.216
H -6.817 1.313 1.222
H -2.302 -2.535 -2.496
H -3.718 -4.429 -3.088
H -5.961 -4.664 -2.151
H -6.779 -2.902 -0.514
H -5.419 -1.025 -0.043
H -4.611 0.953 -2.261
H -4.376 1.856 -4.678
H -2.079 1.710 -5.775
H -0.169 0.900 -4.654
H -0.352 0.106 -2.368
H -2.690 -3.965 0.719
H -4.633 -4.968 1.986
H -5.741 -3.509 3.804
H -4.267 -1.814 4.942
H -2.038 -1.391 4.121
H 0.800 -1.450 -1.273
H 1.931 -3.152 -2.588
H 2.013 -5.450 -1.874
H 0.796 -6.191 0.188
H -0.553 -4.541 1.569
Cl -1.803 5.048 -1.735
C -0.259 5.063 -1.081
C 0.387 6.316 -1.092
C 1.594 6.458 -0.408
Cl 2.270 8.028 -0.428
C 2.245 5.443 0.272
C 3.534 5.491 0.871
C 4.123 4.322 1.244
C 3.489 3.097 1.018
N 2.289 2.938 0.438
C 1.645 4.086 0.155
C 0.345 3.958 -0.410
O -0.391 2.852 -0.299
H -0.086 7.169 -1.575
H 4.115 6.438 0.807
H 5.054 4.248 1.857
H 3.900 2.169 1.381
O 4.204 -0.145 -0.377
C 5.505 -0.368 -0.926
C 5.406 -1.501 -1.945
C 4.357 -1.227 -3.030
C 4.550 0.020 -3.800
C 4.028 1.265 -3.391
C 4.259 2.388 -4.183
C 5.209 2.280 -5.217
C 5.558 0.996 -5.595
N 5.265 -0.104 -4.920
H 4.309 0.133 0.574
H 6.104 -0.792 -0.132
H 5.908 0.587 -1.284
H 5.109 -2.449 -1.394
H 6.433 -1.677 -2.337
H 3.320 -1.193 -2.602
H 4.455 -2.063 -3.788
H 3.435 1.292 -2.503
H 3.728 3.340 -4.013
H 5.694 3.117 -5.677
H 6.205 0.812 -6.459
O 0.344 1.473 2.460
H 0.261 0.533 2.698
H 1.170 1.764 2.816
F 5.596 1.442 2.604
B 4.521 0.913 3.288
F 3.525 0.389 2.253
F 4.847 -0.187 4.110
F 3.794 1.992 4.073
*
```

Atom charges from the Löwdin analysis, given in e for atoms 1 to 4: 1.2470 -0.2030 0.3375 -0.1772


3.
Entry from the OMol25 dataset: C48H55FN5O7PTi as an isolated structure (the ωB97M-V functional and the def2-TZVPD basis).

Properties
gap between HOMO and LUMO (spin up / spin down)	3.77 / 6.03	eV
⟨S²⟩	2.025
LUMO level (spin up / spin down)	3.71 / 3.71	eV
total energy	-107573.641	eV
max |F|	2.4	eV/A

Geometry as ORCA input:
```
! wB97M-V def2-TZVPD RIJCOSX def2/J DEFGRID3
* xyz -2 3
Ti 0.384 0.238 -0.359
C 2.536 -1.137 4.068
C 1.770 0.194 3.936
C 2.794 1.333 3.846
P 0.610 0.160 2.472
C -0.800 -0.856 3.164
C -1.358 -0.557 4.552
C -0.448 -2.359 3.067
C 0.052 1.926 2.462
C -0.372 2.595 3.618
C -0.576 3.965 3.691
C -0.998 4.641 4.979
C -0.292 4.705 2.538
C 0.149 4.101 1.378
C 0.330 2.696 1.287
N 0.777 2.118 0.128
C 1.570 2.837 -0.825
C 1.065 3.247 -2.068
C -0.406 3.145 -2.399
C 1.941 3.774 -3.021
C 3.297 3.919 -2.778
C 4.236 4.450 -3.837
C 3.769 3.574 -1.515
C 2.932 3.052 -0.535
C 3.485 2.677 0.813
H 3.274 -1.052 4.874
H 3.079 -1.350 3.143
H 1.886 -1.982 4.300
H 1.146 0.347 4.818
H 3.524 1.112 3.058
H 3.334 1.399 4.799
H 2.334 2.302 3.647
H -1.584 -0.674 2.443
H -0.604 -0.709 5.332
H -2.188 -1.248 4.764
H -1.748 0.459 4.636
H 0.039 -2.704 3.981
H 0.228 -2.573 2.233
H -1.354 -2.962 2.929
H -0.510 2.021 4.531
H -1.360 3.906 5.705
H -1.803 5.367 4.810
H -0.168 5.183 5.448
H -0.414 5.788 2.559
H 0.373 4.699 0.500
H -1.017 3.376 -1.525
H -0.676 2.137 -2.714
H -0.650 3.839 -3.209
H 1.538 4.061 -3.992
H 3.785 4.384 -4.830
H 5.169 3.877 -3.853
H 4.495 5.499 -3.653
H 4.832 3.675 -1.293
H 4.577 2.682 0.806
H 3.156 1.679 1.103
H 3.134 3.372 1.585
C -3.452 -1.102 -3.650
C -3.791 -1.966 -2.429
C -4.465 -3.275 -2.841
C -4.630 -1.156 -1.453
C -5.955 -0.855 -1.760
C -6.688 0.004 -0.962
C -6.084 0.597 0.128
C -4.766 0.297 0.488
C -4.168 1.003 1.692
C -4.059 2.515 1.461
C -4.977 0.705 2.960
C -4.068 -0.626 -0.295
N -2.734 -1.047 0.033
C -2.488 -2.419 0.215
C -3.497 -3.250 0.687
C -3.322 -4.624 0.831
C -2.112 -5.209 0.503
C -1.090 -4.405 0.038
C -1.279 -3.044 -0.101
F -0.240 -2.371 -0.563
H -2.821 -1.661 -4.349
H -2.898 -0.208 -3.352
H -4.366 -0.791 -4.172
H -2.846 -2.219 -1.957
H -5.379 -3.094 -3.417
H -4.724 -3.878 -1.964
H -3.787 -3.860 -3.468
H -6.407 -1.275 -2.652
H -7.719 0.232 -1.206
H -6.643 1.311 0.724
H -3.163 0.648 1.848
H -5.049 2.963 1.293
H -3.420 2.738 0.602
H -3.599 2.992 2.335
H -5.996 1.103 2.886
H -4.497 1.173 3.824
H -5.044 -0.373 3.148
H -4.444 -2.795 0.954
H -4.140 -5.230 1.204
H -1.961 -6.278 0.607
H -0.120 -4.812 -0.226
O 0.987 -0.309 -4.288
C 1.221 -0.152 -3.098
O 0.271 -0.056 -2.200
C 2.643 -0.058 -2.591
C 3.613 0.164 -3.564
C 4.922 0.259 -3.197
C 5.335 0.114 -1.870
C 4.394 -0.142 -0.866
C 2.996 -0.218 -1.225
O 2.068 -0.450 -0.323
N 4.890 -0.284 0.435
O 6.173 -0.177 0.593
O 4.105 -0.494 1.450
N 5.925 0.517 -4.238
O 5.573 0.629 -5.389
O 7.079 0.604 -3.910
H 3.309 0.272 -4.594
H 6.369 0.195 -1.591
N -1.810 1.048 -0.491
C -1.660 -0.130 -0.007
H -2.737 1.250 -0.852
*
```

Atom charges from the Löwdin analysis, given in e for atoms 1 to 4: 0.8596 -0.1124 -0.5144 -0.1125


What is the formula in the first record?
C48H55B2N10O3PSeTl